Entry 1:
A molecular structure, C30H61N5PRuSi6, computed with wB97M-V/def2-TZVPD.

```
! wB97M-V def2-TZVPD RIJCOSX def2/J DEFGRID3
* xyz 1 5
Ru -0.4767 -0.8596 -0.3029
C -0.1900 -4.4147 -1.0958
Si -1.5451 -3.1480 -1.4383
C -3.2278 -3.8574 -0.9451
C -1.8270 -3.0378 -3.2944
C -2.2665 -4.0958 -4.0944
C -2.5465 -3.8812 -5.4340
C -2.3971 -2.6119 -5.9858
C -1.9428 -1.5635 -5.2022
C -1.6513 -1.7824 -3.8548
Si -0.6585 -0.6888 -2.7182
C 1.0740 -1.5191 -2.8486
C -0.9625 1.0414 -3.3911
H -0.0511 -4.9872 -2.0160
H -0.4692 -5.1072 -0.3037
H 0.7760 -3.9753 -0.8420
H -3.4802 -4.5388 -1.7607
H -4.0197 -3.1104 -0.9165
H -3.2343 -4.4299 -0.0236
H -2.4083 -5.0885 -3.6806
H -2.8942 -4.6991 -6.0519
H -2.6261 -2.4490 -7.0309
H -1.8078 -0.5861 -5.6501
H 1.8240 -0.9391 -3.3760
H 0.9303 -2.4546 -3.3911
H 1.5202 -1.7748 -1.8781
H -0.7060 1.1018 -4.4480
H -0.4574 1.8548 -2.8776
H -2.0384 1.2105 -3.3054
C 0.7788 -0.1741 5.2406
N 1.1356 0.8568 4.2689
C 0.1168 1.9077 4.3155
N -1.2449 1.4298 4.0945
C -1.5279 0.3675 5.0582
N -0.5537 -0.7200 5.0257
C -0.6419 -1.4853 3.7911
P -0.2972 -0.4350 2.2771
C 1.2665 0.2929 2.9328
C -1.4249 0.9657 2.7224
H 0.8117 0.2716 6.2368
H 1.5121 -0.9817 5.1964
H 0.3464 2.6635 3.5639
H 0.1621 2.3723 5.3026
H -2.5236 -0.0363 4.8653
H -1.5162 0.8036 6.0587
H -1.6337 -1.9243 3.7271
H 0.0823 -2.3032 3.8178
H 1.5735 1.0686 2.2258
H 2.0464 -0.4746 2.9313
H -2.4550 0.6371 2.5705
H -1.2349 1.7864 2.0305
N -3.4090 -1.5454 1.3423
C -2.9452 -2.7239 1.8884
C -3.7297 -3.4388 2.8036
C -3.2008 -4.5724 3.3763
C -1.9060 -4.9699 3.0451
C -1.2146 -4.2027 2.1343
N -1.7150 -3.1088 1.5508
H -4.4092 -1.4280 1.3091
H -2.9294 -1.2402 0.5010
H -4.7267 -3.0971 3.0470
H -3.7866 -5.1454 4.0827
H -1.4538 -5.8480 3.4813
H -0.2049 -4.4681 1.8422
C 3.0621 2.8931 2.8710
Si 3.0794 2.7008 1.0189
C 3.0752 4.4297 0.3173
C 4.4327 1.4952 0.5652
Si 0.9863 1.1670 -0.7434
Si 2.7000 1.5102 -2.4883
C 3.6451 3.1395 -2.4920
C 3.9805 0.1207 -2.3885
C 2.0199 1.5651 -4.2488
Si -0.3780 3.1539 -0.4955
C -0.1864 4.2178 1.0605
C -2.1614 2.5061 -0.5163
C -0.1345 4.3361 -1.9438
H 3.9881 3.4426 3.0802
H 3.0856 1.9590 3.4275
H 2.2392 3.4990 3.2480
H 4.1042 4.7372 0.1127
H 2.6687 5.1005 1.0747
H 2.5041 4.5501 -0.5956
H 5.2135 1.5762 1.3271
H 4.8783 1.6837 -0.4076
H 4.0718 0.4666 0.5765
H 4.3050 3.3150 -1.6478
H 2.9949 4.0049 -2.6175
H 4.2742 3.0846 -3.3850
H 4.9829 0.5407 -2.2896
H 3.9672 -0.4651 -3.3087
H 3.8248 -0.5706 -1.5610
H 1.3568 2.4136 -4.4167
H 1.5186 0.6660 -4.5942
H 2.9018 1.7157 -4.8785
H -0.9366 3.9870 1.8161
H -0.3349 5.2608 0.7697
H 0.7921 4.1559 1.5341
H -2.2201 1.4184 -0.3757
H -2.6397 2.7265 -1.4709
H -2.7566 2.9722 0.2713
H 0.7476 4.9610 -1.8007
H -0.9971 5.0065 -1.9911
H -0.0425 3.8483 -2.9130
*
```

Calculated values
**ΔE to the lowest compared entry with this formula, charge and spin**: 132.0 kJ/mol
**HOMO-LUMO gap (spin up / spin down)**: 0.24539 / 0.22123 hartree
**M**: 792.413 u
**Max |F|**: 0.72 eV Å⁻¹
**HOMO level (spin up / spin down)**: -9.52 / -10.71 eV

***

Entry 2:
7 unconnected molecules or ions with the total composition C30H61O24P3 in a non-equilibrium geometry, computed with wB97M-V/def2-TZVPD.

```
! wB97M-V def2-TZVPD RIJCOSX def2/J DEFGRID3
* xyz 0 1
C -4.7726 13.0504 -13.1884
C -5.9303 13.6825 -13.9739
O -6.5061 12.7260 -14.9125
P -5.5585 11.9780 -16.0118
O -6.2755 11.5582 -17.2516
O -4.8871 10.8302 -15.0963
C -4.0069 9.8814 -15.6645
C -4.1849 8.5581 -14.9068
O -4.3545 12.9481 -16.3201
C -3.5976 12.8136 -17.5076
C -2.8455 14.0727 -17.8996
H -3.8514 12.9876 -13.7711
H -4.4133 13.6373 -12.3428
H -5.1335 12.0474 -12.9646
H -6.7184 14.0752 -13.3324
H -5.5796 14.6259 -14.3980
H -4.1385 9.7961 -16.7445
H -2.9801 10.2285 -15.5214
H -5.2508 8.3218 -14.8858
H -3.7156 7.6885 -15.3654
H -3.8985 8.6791 -13.8615
H -2.8783 12.0081 -17.3350
H -4.1379 12.3917 -18.3576
H -2.1618 14.3033 -17.0777
H -2.1522 13.8973 -18.7244
H -3.3058 15.0241 -18.1657
C -4.6968 4.7525 -9.8622
C -5.8271 5.6960 -9.5549
O -5.8960 6.6772 -10.5624
P -7.1609 7.5515 -11.0418
O -8.4924 7.2530 -10.4681
O -6.6862 8.9521 -10.5268
C -5.5811 9.6872 -11.0518
C -5.3971 10.9341 -10.1768
O -7.0498 7.6680 -12.6618
C -7.6548 6.6848 -13.4099
C -6.6754 5.4993 -13.5899
H -4.6953 3.9823 -9.0893
H -4.8975 4.3164 -10.8396
H -3.7046 5.2028 -9.8133
H -6.7066 5.0628 -9.6912
H -5.7745 6.1409 -8.5617
H -4.6927 9.0600 -11.1366
H -5.9546 9.9756 -12.0367
H -5.0347 10.6570 -9.1884
H -4.6829 11.5397 -10.7383
H -6.2967 11.5447 -10.1241
H -8.4168 6.1828 -12.8073
H -7.9681 7.1094 -14.3611
H -7.1878 4.5888 -13.8993
H -6.0835 5.8039 -14.4580
H -5.9878 5.3368 -12.7638
C -8.9221 10.0509 -13.3877
C -9.4289 10.6239 -12.0380
O -8.5160 11.6584 -11.6762
P -8.9924 13.1226 -11.2491
O -7.9054 14.1287 -11.2488
O -10.2277 13.4821 -12.2760
C -10.1722 14.5660 -13.1751
C -9.6883 13.9953 -14.5331
O -9.7070 12.7945 -9.8639
C -10.2558 13.8532 -9.1320
C -11.7314 14.0722 -9.4627
H -9.0384 10.6800 -14.2708
H -7.8999 9.6807 -13.4041
H -9.5883 9.1964 -13.5387
H -10.4445 10.9860 -12.1915
H -9.3787 9.8161 -11.3085
H -11.1917 14.9392 -13.2487
H -9.4030 15.3067 -12.9543
H -10.4609 13.3007 -14.8701
H -9.5381 14.7034 -15.3485
H -8.7611 13.4387 -14.4010
H -10.1366 13.6301 -8.0722
H -9.7758 14.8037 -9.3749
H -12.1800 13.0863 -9.5982
H -12.2284 14.6347 -8.6756
H -11.7556 14.5177 -10.4566
O -0.2243 10.4677 -15.0936
C -0.2237 9.6645 -14.1924
O -0.3226 8.3829 -14.3233
C -0.3065 7.7330 -13.0905
C -0.3029 8.8715 -12.0759
O -0.0088 10.0066 -12.8437
H -1.2856 7.2700 -12.9533
H 0.4067 6.9457 -12.8506
H 0.3809 8.8615 -11.2298
H -1.3349 9.0917 -11.7904
O -8.5674 15.3126 -21.6475
C -8.2502 14.7665 -20.6200
O -8.9041 13.7492 -19.9993
C -8.2548 13.4405 -18.8070
C -6.9643 14.2992 -18.8166
O -7.1325 15.0921 -19.9190
H -8.7625 13.6928 -17.8763
H -7.9714 12.3897 -18.8231
H -6.0384 13.7733 -19.0586
H -6.8885 14.8728 -17.8924
O -0.3329 16.6373 -13.1775
C -0.1526 15.4283 -13.2231
O 0.8086 14.7445 -13.8601
C 0.8396 13.4009 -13.5107
C -0.5662 13.3108 -12.8955
O -0.9666 14.6120 -12.6071
H 0.9188 12.7186 -14.3549
H 1.6840 13.3064 -12.8256
H -0.5018 12.6665 -12.0199
H -1.2430 12.9106 -13.6519
O -6.4389 17.9982 -14.1970
C -5.2427 17.9242 -14.3519
O -4.2829 18.7988 -13.9467
C -2.9973 18.3295 -14.3791
C -3.3148 17.3338 -15.4581
O -4.6329 16.9702 -15.1383
H -2.2862 19.0308 -14.8200
H -2.3773 17.9371 -13.5720
H -2.6529 16.4806 -15.6107
H -3.3076 17.7391 -16.4746
*
```

Calculated values
**ΔE to the lowest compared entry with this formula, charge and spin**: 199.8 kJ/mol
**HOMO-LUMO gap**: 0.38066 hartree
**M**: 898.716 u
**Max |F|**: 3.55 eV Å⁻¹
**Structure (SMILES)**: CCOP(=O)(OCC)OCC.CCOP(=O)(OCC)OCC.CCOP(=O)(OCC)OCC.O=C1OCCO1.O=C1OCCO1.O=C1OCCO1.O=C1OCCO1
**HOMO level**: -10.51 eV

***

Entry 3:
4 unconnected molecules or ions with the total composition C30H62BrO4P in a non-equilibrium geometry, computed with wB97M-V/def2-TZVPD.

```
! wB97M-V def2-TZVPD RIJCOSX def2/J DEFGRID3
* xyz 0 1
C -1.5093 2.9741 3.4669
C 0.1180 3.3419 3.4530
C 0.8841 1.9091 3.0838
C 2.5337 2.0759 2.9827
C 3.1429 0.6271 2.5014
P 1.9079 -0.8720 2.3490
C 2.4278 -2.3027 3.5185
C 1.9769 -1.6354 0.5907
C 0.6640 -1.0319 -0.2292
O 3.3875 0.8937 1.0446
C 4.7850 1.3393 0.8916
O 5.5058 1.6683 -0.1879
O 5.3978 1.3374 2.2321
C 4.6778 0.2067 2.8928
C 5.2110 0.3448 4.4369
C 4.1791 -0.2421 5.5782
O 4.5006 -1.4260 6.1699
Br 2.5057 0.6409 6.2289
H -1.6666 1.8106 3.3042
H -2.0817 3.5250 2.5977
H -2.0093 3.2293 4.5028
H 0.2508 4.1595 2.6191
H 0.4028 3.6948 4.5322
H 0.5504 1.1440 3.9192
H 0.4447 1.6001 2.0180
H 2.7145 2.8577 2.0989
H 3.0222 2.5217 3.9481
H 2.1116 -1.9651 4.6188
H 1.8604 -3.3151 3.2423
H 3.5987 -2.4592 3.5504
H 2.9909 -1.4813 0.0271
H 1.8414 -2.8036 0.7220
H 0.1949 -0.1687 0.4460
H 0.9416 -0.5393 -1.2549
H -0.1500 -1.8733 -0.2910
H 4.9320 -0.7823 2.3043
H 5.5975 1.4431 4.6995
H 6.1895 -0.3357 4.5090
C 0.2494 -2.6886 -7.3963
C 0.2566 -3.0243 -5.9125
C 0.5570 -1.8159 -5.0226
C 1.9383 -1.1823 -5.2249
C 3.1267 -2.1274 -5.0262
C 3.2237 -2.6785 -3.6121
H 1.2266 -2.3336 -7.7357
H -0.0017 -3.5788 -7.9823
H -0.4952 -1.9172 -7.6177
H 0.9697 -3.8315 -5.7202
H -0.7312 -3.4174 -5.6418
H 0.4433 -2.1149 -3.9737
H -0.2042 -1.0462 -5.1987
H 2.0367 -0.3379 -4.5310
H 1.9983 -0.7512 -6.2313
H 4.0494 -1.5772 -5.2492
H 3.0832 -2.9552 -5.7418
H 3.3158 -1.8670 -2.8831
H 4.1055 -3.3201 -3.5179
H 2.3477 -3.2795 -3.3513
C -2.0370 5.6645 0.1006
C -2.7069 6.5723 1.1212
C -4.2282 6.4107 1.1647
C -4.9615 6.7733 -0.1319
C -4.7276 8.1993 -0.6386
C -5.2219 9.2662 0.3257
H -2.3663 5.8883 -0.9180
H -0.9507 5.7974 0.1345
H -2.2555 4.6128 0.3119
H -2.4353 7.6135 0.9234
H -2.3043 6.3339 2.1134
H -4.6228 7.0177 1.9884
H -4.4687 5.3709 1.4172
H -6.0372 6.6248 0.0257
H -4.6749 6.0694 -0.9224
H -5.2565 8.3204 -1.5923
H -3.6662 8.3612 -0.8544
H -6.2934 9.1509 0.5185
H -5.0593 10.2618 -0.0989
H -4.6922 9.2238 1.2819
C -3.1491 -6.1255 1.9548
C -2.9716 -5.1817 0.7748
C -2.9042 -5.9062 -0.5716
C -1.7227 -6.8689 -0.7376
C -0.3377 -6.2421 -0.5539
C -0.0274 -5.1637 -1.5803
H -2.3040 -6.8123 2.0544
H -3.2233 -5.5540 2.8858
H -4.0645 -6.7161 1.8469
H -2.0803 -4.5655 0.9260
H -3.8225 -4.4896 0.7541
H -2.8798 -5.1578 -1.3727
H -3.8325 -6.4716 -0.7184
H -1.7793 -7.3172 -1.7376
H -1.8272 -7.7005 -0.0305
H 0.4167 -7.0339 -0.6423
H -0.2329 -5.8307 0.4556
H -0.0804 -5.5666 -2.5969
H 0.9831 -4.7738 -1.4227
H -0.7222 -4.3222 -1.5054
*
```

Calculated values
**HOMO-LUMO gap**: 0.28257 hartree
**M**: 597.700 u
**Max |F|**: 9.36 eV Å⁻¹
**Structure (SMILES)**: CCCC[C@@]1(P(C)CC)OC(=O)O[C@H]1CC(=O)Br.CCCCCC.CCCCCC.CCCCCC
**HOMO level**: -8.37 eV

***

Entry 4:
A molecular structure, C30H62F2NO24P4S2V in a non-equilibrium geometry, computed with wB97M-V/def2-TZVPD.

```
! wB97M-V def2-TZVPD RIJCOSX def2/J DEFGRID3
* xyz 1 4
V 8.2554 -6.5905 -16.1239
N 7.4673 -8.2633 -15.5101
S 6.0233 -9.0094 -15.4734
O 5.2769 -8.8395 -14.2442
O 5.8130 -10.2286 -16.2569
F 5.2194 -7.9230 -16.2857
S 8.2194 -9.7534 -14.8601
O 8.9482 -10.5413 -15.8606
O 7.5701 -10.3355 -13.6756
F 9.3741 -9.0734 -14.1106
C 6.8095 -2.8074 -17.6014
C 7.4188 -4.1201 -17.3913
C 9.0354 -4.1652 -17.3467
O 9.5310 -5.1909 -17.0644
C 9.8245 -2.9591 -17.5793
C 9.2157 -1.8174 -17.7910
C 7.6606 -1.6757 -17.7289
O 7.0542 -0.5887 -18.0445
O 10.1102 -0.8623 -17.9156
O 6.8431 -5.1999 -17.0816
H 5.7371 -2.6869 -17.5578
H 10.9012 -3.0369 -17.5476
C 7.5110 -9.1577 -22.7401
C 8.7228 -8.4822 -22.1287
O 8.6188 -8.4850 -20.6941
P 8.1813 -7.2178 -19.8600
O 8.3161 -7.2765 -18.3551
O 8.9866 -5.9442 -20.4420
C 10.4047 -5.8067 -20.2109
C 11.3024 -6.5696 -21.2457
O 6.7492 -6.8899 -20.4287
C 5.5914 -7.4001 -19.8636
C 5.5976 -8.9477 -19.3679
H 7.2798 -8.7534 -23.7256
H 7.6204 -10.2414 -22.6975
H 6.6406 -8.9400 -22.1213
H 9.5865 -9.0282 -22.5080
H 8.7079 -7.4316 -22.4186
H 10.6584 -4.7797 -20.4735
H 10.8677 -5.9923 -19.2418
H 11.2004 -6.1340 -22.2396
H 12.3762 -6.4794 -21.0814
H 11.1979 -7.6241 -21.5011
H 5.5836 -6.7636 -18.9788
H 4.7245 -7.0894 -20.4468
H 4.5575 -9.1825 -19.1420
H 5.8672 -9.7103 -20.0986
H 6.1892 -9.1561 -18.4765
C 14.7610 -6.3976 -17.3332
C 13.3810 -6.1316 -16.6949
O 12.8606 -7.2906 -16.0421
P 11.5893 -8.0989 -16.6383
O 10.2298 -7.6339 -16.2588
O 11.9930 -9.5659 -16.0911
C 12.9008 -9.8458 -15.0319
C 13.2706 -11.4146 -15.1983
O 11.8119 -8.0846 -18.2303
C 12.6849 -9.0192 -18.8778
C 11.7832 -10.1281 -19.2855
H 14.8428 -7.3860 -17.7855
H 14.9718 -5.6416 -18.0896
H 15.5702 -6.2923 -16.6106
H 13.5658 -5.2502 -16.0806
H 12.7300 -5.8896 -17.5349
H 13.8037 -9.2453 -15.1427
H 12.5602 -9.7393 -14.0019
H 13.3998 -11.5706 -16.2693
H 14.0329 -11.8122 -14.5283
H 12.5378 -12.1322 -14.8292
H 13.4706 -8.6824 -19.5541
H 13.4054 -9.3191 -18.1169
H 11.0866 -9.6188 -19.9515
H 12.3660 -10.8188 -19.8949
H 11.1063 -10.6258 -18.5910
C 5.6189 -8.7256 -10.9557
C 6.1324 -7.2612 -11.3053
O 5.2383 -6.9700 -12.3266
P 5.3833 -5.7374 -13.4137
O 6.6011 -5.7660 -14.2825
O 3.9316 -5.7175 -14.2020
C 3.6186 -4.6877 -15.0322
C 2.5266 -5.0716 -16.0914
O 5.2792 -4.3614 -12.5635
C 4.2305 -4.2050 -11.6518
C 3.9110 -2.7078 -11.4265
H 6.1976 -9.2668 -10.2072
H 4.5817 -8.7000 -10.6216
H 5.5944 -9.5118 -11.7103
H 6.0670 -6.4887 -10.5392
H 7.1542 -7.2099 -11.6814
H 3.2244 -3.8908 -14.4016
H 4.6102 -4.4343 -15.4070
H 3.0054 -5.4761 -16.9831
H 1.7389 -5.7112 -15.6930
H 2.0584 -4.0967 -16.2268
H 3.3248 -4.7982 -11.7783
H 4.4739 -4.6372 -10.6812
H 4.8289 -2.2455 -11.0634
H 3.4277 -2.2668 -12.2983
H 3.0591 -2.6881 -10.7469
C 12.0387 -2.2195 -13.5673
C 11.4184 -3.5561 -14.1661
O 11.4097 -4.6212 -13.2347
P 9.9347 -5.4112 -13.1247
O 9.3090 -5.7009 -14.4248
O 10.1345 -6.7705 -12.2430
C 11.1569 -7.6479 -12.6777
C 12.5354 -7.2920 -12.0625
O 8.9678 -4.4335 -12.2625
C 9.1084 -4.5218 -10.9171
C 8.2706 -3.4639 -10.3212
H 11.7035 -2.0379 -12.5462
H 13.1185 -2.0833 -13.6258
H 11.5187 -1.3387 -13.9440
H 10.4576 -3.2732 -14.5964
H 11.9234 -3.9973 -15.0254
H 10.8780 -8.6965 -12.5740
H 11.2817 -7.5852 -13.7587
H 12.6207 -6.2272 -11.8457
H 12.4854 -7.8493 -11.1271
H 13.4448 -7.6065 -12.5745
H 8.9907 -5.4898 -10.4301
H 10.1669 -4.3179 -10.7558
H 7.4603 -3.9663 -9.7928
H 8.6597 -2.9108 -9.4663
H 7.9155 -2.7380 -11.0527
*
```

Calculated values
**HOMO-LUMO gap (spin up / spin down)**: 0.25452 / 0.20168 hartree
**M**: 1097.779 u
**Max |F|**: 7.45 eV Å⁻¹
**HOMO level (spin up / spin down)**: -11.31 / -10.82 eV